Molecular formula: C30H80O10
Method: DFT, wB97M-V/def2-TZVPD

## Properties
* ⟨S²⟩: 0.751
* calculated total energy: -52880.5667 eV
* ΔE to the lowest compared entry with this formula, charge and spin: 4.0 kcal/mol
* LUMO energy (alpha / beta): 2.1 / 2.1 eV
* HOMO (alpha / beta): 0.35 / -7.13 eV

Structure (ORCA input):
```
! RIJCOSX wB97M-V def2-TZVPD def2/J DEFGRID3
* xyz -1 2
C -17.7333 -2.3935 0.0402
C -18.8790 -2.3582 1.0412
C -19.7638 -1.1470 0.8704
O -19.6216 -3.5316 0.9746
H -16.9532 -1.6664 0.2661
H -18.0742 -2.1524 -0.9666
H -17.2766 -3.3754 -0.0844
H -18.4338 -2.2869 2.0336
H -20.4572 -1.0891 1.7093
H -20.3549 -1.1283 -0.0452
H -19.1036 -0.2821 0.9350
H -20.0904 -3.6360 1.8058
C -21.5886 -6.5323 -3.5878
C -22.9673 -7.2486 -3.7459
C -23.5134 -7.3094 -5.1739
O -22.9742 -8.5000 -3.1760
H -21.6370 -5.4720 -3.3398
H -21.0391 -6.6592 -4.5205
H -20.9807 -6.9617 -2.7915
H -23.6898 -6.6295 -3.2142
H -22.7639 -7.6467 -5.8898
H -23.8464 -6.3315 -5.5217
H -24.2700 -8.0934 -5.2039
H -22.7674 -8.3890 -2.2451
C -16.3709 1.2227 -0.9867
C -17.1466 1.1915 -2.3258
C -17.9947 -0.0077 -2.5360
O -18.0410 2.2573 -2.2520
H -15.5323 0.5285 -0.9336
H -16.9930 1.0243 -0.1139
H -15.9266 2.1890 -0.7480
H -16.4817 1.3288 -3.1785
H -18.4399 -0.0286 -3.5307
H -18.8134 -0.0501 -1.8176
H -17.3820 -0.9015 -2.4180
H -18.4653 2.2351 -3.1129
C -12.0491 -2.7539 -6.1383
C -12.4882 -1.4800 -5.3880
C -12.2294 -0.2082 -6.1142
O -13.8187 -1.5088 -5.0749
H -12.1774 -3.6336 -5.5076
H -10.9881 -2.7790 -6.3867
H -12.6710 -2.9964 -7.0000
H -11.8998 -1.5555 -4.4736
H -11.1986 0.1315 -6.0133
H -12.8332 0.6291 -5.7640
H -12.2668 -0.4612 -7.1738
H -14.0043 -2.2884 -4.5464
C -16.6456 -3.1818 -5.1908
C -17.3101 -4.3455 -4.3726
C -18.7816 -4.0339 -4.0910
O -17.1583 -5.5075 -5.0421
H -16.5387 -2.2991 -4.5602
H -17.2900 -2.9518 -6.0393
H -15.6716 -3.5323 -5.5322
H -16.8069 -4.4860 -3.4160
H -19.3043 -3.7440 -5.0025
H -18.9225 -3.2365 -3.3615
H -19.2823 -4.9361 -3.7397
H -16.3591 -5.9390 -4.7312
C -14.3191 -6.1795 -6.6849
C -13.8740 -7.0720 -5.4746
C -12.4409 -6.7511 -4.9635
O -14.7558 -6.8589 -4.3692
H -14.0390 -5.1420 -6.5024
H -15.4010 -6.0824 -6.7747
H -14.0424 -6.6239 -7.6410
H -13.9594 -8.1250 -5.7427
H -11.7667 -7.3045 -5.6172
H -12.3024 -7.1660 -3.9651
H -12.1686 -5.6958 -4.9730
H -14.5129 -7.5448 -3.7430
C -17.8448 -0.5095 -6.7746
C -16.5230 -0.0384 -7.4642
C -15.8215 1.0311 -6.6417
O -15.5860 -1.0735 -7.6096
H -17.7499 -0.8049 -5.7297
H -18.0608 -1.4443 -7.2920
H -18.6441 0.2315 -6.7870
H -16.7601 0.3636 -8.4492
H -16.4979 1.8857 -6.6256
H -14.8530 1.2798 -7.0756
H -15.6987 0.8296 -5.5775
H -15.3011 -1.3259 -6.7282
C -17.5582 -6.3357 0.3773
C -18.0997 -6.1060 -1.0134
C -18.2473 -7.3828 -1.7768
O -19.3204 -5.4223 -0.9451
H -16.5089 -6.6303 0.3577
H -18.1598 -7.0549 0.9331
H -17.5142 -5.3478 0.8358
H -17.2666 -5.5862 -1.4864
H -18.7067 -7.1108 -2.7271
H -19.0072 -8.0464 -1.3642
H -17.2699 -7.8173 -1.9863
H -19.3350 -4.7701 -0.2408
C -12.7345 -4.4332 -1.5069
C -14.0338 -3.9997 -2.2116
C -14.3190 -2.5329 -1.9599
O -13.7873 -4.1235 -3.5990
H -12.7985 -5.5202 -1.5569
H -12.6909 -4.1663 -0.4510
H -11.8508 -4.0928 -2.0468
H -14.8508 -4.5586 -1.7554
H -13.4940 -1.9101 -2.3058
H -14.5153 -2.3339 -0.9064
H -15.2020 -2.2801 -2.5469
H -14.1427 -4.9682 -3.8849
C -18.4270 -4.1829 -10.3398
C -17.3788 -3.6478 -9.3755
C -16.1572 -4.5028 -9.1831
O -16.9109 -2.3645 -9.8194
H -17.9826 -4.5226 -11.2753
H -19.2261 -3.4418 -10.3584
H -18.9099 -5.0552 -9.8994
H -17.8553 -3.4820 -8.4093
H -15.6188 -4.5649 -10.1288
H -16.4358 -5.5219 -8.9150
H -15.4018 -4.0992 -8.5088
H -16.4037 -1.9818 -9.0997
*
```


Molecular formula: C30H80O10
Method: DFT, wB97M-V/def2-TZVPD

## Properties
* calculated total energy: -52879.5264 eV
* ΔE to the lowest compared entry with this formula, charge and spin: 85.2 kcal/mol
* LUMO energy: 0.4 eV
* HOMO: -9.55 eV

Structure (ORCA input):
```
! RIJCOSX wB97M-V def2-TZVPD def2/J DEFGRID3
* xyz 0 1
C 1.6676 3.0267 -1.4545
C 1.4058 2.6843 -2.9122
C 0.3209 1.6260 -3.1214
O 0.9570 3.9535 -3.4699
H 2.3660 3.8407 -1.2600
H 2.2535 2.2187 -1.0164
H 0.7427 3.1734 -0.8968
H 2.3443 2.4393 -3.4096
H 0.8462 0.6791 -2.9967
H -0.0402 1.5220 -4.1446
H -0.4109 1.7948 -2.3314
H 0.0173 3.9823 -3.2758
C 1.0594 0.0249 5.0433
C 0.7957 1.2214 5.9462
C 0.6361 2.4830 5.2014
O -0.4089 0.9110 6.6469
H 1.0744 -0.9004 5.6192
H 1.9552 0.1622 4.4377
H 0.2579 -0.1437 4.3241
H 1.5811 1.2752 6.7001
H -0.3514 2.5186 4.7412
H 1.4027 2.6903 4.4548
H 0.5865 3.3035 5.9173
H -0.1870 0.8764 7.5803
C 0.2202 0.8811 1.4062
C 1.0314 -0.4446 1.2060
C 0.3877 -1.2840 0.0755
O 2.3315 -0.1839 0.7153
H 0.2105 1.6440 0.6276
H 0.5367 1.3898 2.3168
H -0.7652 0.5308 1.7133
H 1.0770 -1.0909 2.0826
H 0.0860 -0.6538 -0.7612
H -0.5128 -1.6403 0.5757
H 1.0173 -2.1383 -0.1734
H 2.7784 0.3409 1.3835
C 5.1864 2.6121 4.1097
C 4.5481 2.4812 2.6925
C 5.3352 1.5741 1.7009
O 3.2594 1.9564 2.8818
H 6.2391 2.8721 3.9991
H 5.0393 1.6847 4.6632
H 4.7528 3.4320 4.6823
H 4.5561 3.5385 2.4276
H 4.8079 1.4739 0.7522
H 5.2974 0.5170 1.9641
H 6.3533 1.8444 1.4209
H 2.7412 2.7009 3.1962
C -1.3847 -4.6410 -4.9453
C -0.4999 -3.5831 -4.3627
C -1.0920 -2.8687 -3.0989
O 0.7911 -4.0944 -4.0013
H -1.5916 -5.3993 -4.1902
H -0.8744 -5.1800 -5.7436
H -2.3816 -4.3356 -5.2629
H -0.3272 -2.8942 -5.1895
H -0.4423 -2.0851 -2.7091
H -1.2762 -3.4558 -2.1991
H -2.0201 -2.4044 -3.4324
H 0.7458 -4.8323 -3.3889
C 4.4148 -3.6732 -2.1747
C 4.0232 -2.3359 -1.5885
C 3.0775 -1.4940 -2.4282
O 3.3386 -2.6709 -0.4171
H 5.2834 -4.1998 -1.7794
H 4.9011 -3.4341 -3.1205
H 3.6854 -4.4816 -2.2258
H 4.9685 -1.8352 -1.3793
H 2.0795 -1.8826 -2.6309
H 3.5793 -1.2731 -3.3702
H 2.9707 -0.5476 -1.8981
H 3.0591 -1.9301 0.1257
C 1.2098 -5.3565 -0.1737
C 1.3505 -6.4293 -1.3453
C 1.3540 -7.9343 -0.9431
O 0.2429 -6.3140 -2.2462
H 0.4186 -5.5912 0.5383
H 1.0452 -4.4270 -0.7189
H 2.1612 -5.3389 0.3578
H 2.2057 -6.1146 -1.9434
H 1.5928 -8.5271 -1.8261
H 0.3768 -8.1607 -0.5167
H 2.1115 -8.0258 -0.1647
H 0.3612 -6.8879 -3.0067
C -2.6116 2.5134 2.2933
C -3.6676 3.1903 3.1992
C -4.5820 4.0251 2.3482
O -4.3850 2.2574 3.8817
H -2.9919 1.7498 1.6148
H -1.8667 1.9217 2.8253
H -1.9267 3.2502 1.8737
H -3.2390 3.7745 4.0135
H -5.3528 4.4675 2.9794
H -5.0831 3.3724 1.6333
H -3.9597 4.7263 1.7923
H -3.8845 1.7695 4.5397
C -2.5331 3.9062 -0.9845
C -3.3025 4.0153 -2.2807
C -3.8966 5.3668 -2.5363
O -2.4281 3.7549 -3.3674
H -1.9493 2.9894 -0.9028
H -3.2595 4.1130 -0.1985
H -1.7581 4.6719 -1.0176
H -4.1177 3.3136 -2.4577
H -4.4025 5.4341 -3.4994
H -3.2657 6.2152 -2.2713
H -4.6412 5.4485 -1.7445
H -2.9274 3.6729 -4.1832
C -4.4406 0.6631 -1.2371
C -4.6388 -0.7772 -0.8549
C -4.1198 -1.0793 0.5468
O -6.0237 -1.1529 -1.0721
H -4.6516 0.8525 -2.2896
H -3.3830 0.8861 -1.0963
H -5.0746 1.3643 -0.6944
H -4.0500 -1.4383 -1.4908
H -3.9912 -2.1452 0.7350
H -4.6859 -0.6506 1.3738
H -3.1305 -0.6221 0.5329
H -6.6225 -0.5816 -0.5857
*
```


Q: Among the records above, which one has the highest ΔE to the lowest compared entry with this formula, charge and spin?
A: number 2


Q: Which value of ΔE to the lowest compared entry with this formula, charge and spin does entry 2 give?
A: 85.2 kcal/mol


Q: The highest ΔE to the lowest compared entry with this formula, charge and spin belongs to which entry?
A: number 2